(1)
{"formula": "C34H37N4OPbS2Te", "method": "wB97M-V/def2-TZVPD", "multiplicity": 1, "e_above_lowest_kj_mol": 0.0, "lumo_energy_ev": -8.85, "total_energy_ha": -2868.387815, "charge": 3, "elements": ["Pb", "S", "C", "C", "C", "C", "C", "C", "N", "C", "C", "C", "C", "C", "C", "C", "C", "N", "C", "C", "C", "C", "C", "S", "C", "H", "H", "H", "H", "H", "H", "H", "H", "H", "H", "H", "H", "N", "C", "H", "C", "Te", "C", "H", "H", "H", "H", "H", "H", "C", "C", "O", "H", "H", "H", "H", "H", "H", "C", "N", "C", "C", "C", "C", "C", "C", "C", "C", "H", "H", "H", "H", "H", "H", "H", "H", "H", "H", "H", "H"], "coordinates": [[-0.49, 0.46, -0.46], [-1.91, 6.16, -1.35], [-2.29, 7.82, -1.26], [-2.19, 8.29, 0.01], [-1.80, 7.29, 0.93], [-1.61, 6.07, 0.34], [-1.22, 4.82, 0.98], [-1.02, 3.65, 0.22], [-0.69, 2.48, 0.75], [-0.53, 2.38, 2.09], [-0.66, 3.48, 2.93], [-0.42, 3.33, 4.35], [-0.06, 2.14, 4.86], [0.07, 0.98, 4.02], [0.49, -0.28, 4.49], [0.61, -1.37, 3.64], [0.22, -1.16, 2.30], [-0.16, 0.02, 1.83], [-0.21, 1.09, 2.65], [1.09, -2.68, 4.07], [1.26, -3.13, 5.35], [1.78, -4.45, 5.40], [1.99, -4.97, 4.16], [1.56, -3.87, 2.93], [-1.02, 4.71, 2.35], [-2.56, 8.36, -2.15], [-2.38, 9.32, 0.29], [-1.67, 7.48, 1.99], [-1.10, 3.69, -0.86], [-0.53, 4.19, 4.99], [0.14, 2.03, 5.92], [0.75, -0.38, 5.54], [0.20, -1.99, 1.61], [1.02, -2.56, 6.23], [1.97, -4.99, 6.31], [2.37, -5.95, 3.91], [-1.14, 5.57, 2.99], [-4.06, 1.86, -1.56], [-3.06, 1.38, -1.22], [-4.93, 2.27, -1.82], [2.56, -3.98, -2.10], [2.63, -2.23, -3.27], [2.58, -3.23, -5.12], [1.93, -4.72, -2.59], [2.21, -3.76, -1.10], [3.59, -4.32, -2.06], [3.49, -3.81, -5.21], [2.54, -2.47, -5.90], [1.70, -3.87, -5.15], [3.01, 1.38, 0.54], [3.25, 0.36, -0.55], [2.29, -0.73, -0.49], [3.72, 2.20, 0.44], [3.14, 0.94, 1.53], [2.00, 1.81, 0.47], [4.26, -0.05, -0.49], [3.12, 0.79, -1.55], [2.47, -1.21, 0.34], [-2.16, -2.60, -0.69], [-2.08, -3.37, -1.92], [-2.49, -4.75, -1.72], [-0.79, -3.26, -2.56], [-0.54, -1.89, -3.15], [-1.65, -1.13, -3.53], [-1.51, 0.12, -4.13], [-0.25, 0.66, -4.33], [0.87, -0.08, -3.97], [0.72, -1.35, -3.40], [-2.99, -2.94, -0.09], [-2.33, -1.53, -0.91], [-1.24, -2.72, -0.08], [-3.49, -4.78, -1.30], [-1.82, -5.31, -1.06], [-2.52, -5.26, -2.69], [-0.75, -4.00, -3.37], [0.02, -3.52, -1.86], [-2.63, -1.55, -3.38], [-2.39, 0.66, -4.44], [-0.13, 1.63, -4.79], [1.85, 0.34, -4.16]]}


(2)
{"formula": "C34H37N5O3STa", "method": "wB97M-V/def2-TZVPD", "multiplicity": 1, "e_above_lowest_kj_mol": 6.3, "lumo_energy_ev": -10.00, "total_energy_ha": -2271.725099, "charge": 3, "elements": ["Ta", "C", "O", "C", "C", "C", "C", "C", "C", "N", "N", "C", "C", "O", "C", "C", "C", "C", "C", "C", "C", "C", "H", "H", "H", "H", "H", "H", "H", "H", "H", "H", "H", "H", "H", "C", "C", "N", "C", "C", "C", "S", "N", "C", "O", "C", "C", "C", "C", "C", "C", "H", "H", "H", "H", "H", "H", "H", "H", "H", "H", "H", "H", "H", "H", "H", "C", "C", "C", "C", "C", "N", "H", "H", "H", "H", "H", "H", "H", "H", "H"], "coordinates": [[0.14, 0.12, -0.32], [2.17, 2.48, -1.25], [1.97, 1.06, -0.93], [3.16, 0.28, -0.86], [4.43, 0.81, -0.89], [5.50, -0.07, -0.83], [5.29, -1.44, -0.75], [4.01, -1.96, -0.72], [2.93, -1.09, -0.77], [1.56, -1.48, -0.72], [1.38, -2.76, -0.80], [0.19, -3.35, -0.81], [-1.04, -2.63, -0.84], [-0.98, -1.29, -0.80], [-2.26, -3.26, -0.96], [-2.28, -4.64, -1.04], [-1.11, -5.43, -1.00], [-1.19, -6.83, -1.09], [-0.05, -7.59, -1.06], [1.20, -6.96, -0.95], [1.30, -5.59, -0.85], [0.15, -4.80, -0.89], [2.72, 2.54, -2.18], [1.19, 2.92, -1.35], [2.72, 2.94, -0.43], [4.62, 1.87, -0.97], [6.51, 0.32, -0.87], [6.14, -2.11, -0.72], [3.84, -3.02, -0.66], [-3.17, -2.67, -1.01], [-3.23, -5.15, -1.14], [-2.17, -7.30, -1.18], [-0.10, -8.67, -1.14], [2.09, -7.57, -0.93], [2.28, -5.13, -0.76], [-3.89, 2.29, 3.55], [-4.08, 1.27, 2.45], [-3.85, 1.83, 1.10], [-4.98, 2.58, 0.49], [-4.81, 4.08, 0.59], [-2.71, 1.74, 0.47], [-1.33, 1.04, 1.37], [-2.65, 2.28, -0.76], [-1.71, 2.19, -1.64], [-0.61, 1.42, -1.43], [-1.75, 2.89, -2.91], [-0.78, 2.66, -3.89], [-0.84, 3.34, -5.09], [-1.87, 4.26, -5.31], [-2.84, 4.49, -4.34], [-2.79, 3.81, -3.14], [-4.03, 1.81, 4.52], [-4.61, 3.10, 3.48], [-2.88, 2.71, 3.53], [-5.10, 0.89, 2.44], [-3.42, 0.42, 2.58], [-5.88, 2.25, 1.02], [-5.07, 2.26, -0.55], [-4.76, 4.42, 1.62], [-5.68, 4.56, 0.13], [-3.92, 4.42, 0.06], [0.01, 1.93, -3.73], [-0.10, 3.16, -5.86], [-1.91, 4.79, -6.25], [-3.63, 5.20, -4.52], [-3.53, 3.97, -2.38], [2.16, 0.02, 4.85], [2.95, -0.04, 3.53], [3.87, 1.19, 3.37], [3.74, -1.35, 3.39], [2.00, 0.00, 2.43], [1.26, 0.03, 1.54], [2.89, -0.01, 5.67], [1.50, -0.84, 4.96], [1.59, 0.94, 4.94], [4.60, 1.16, 4.18], [3.32, 2.12, 3.44], [4.42, 1.15, 2.42], [4.47, -1.39, 4.20], [4.28, -1.40, 2.44], [3.09, -2.22, 3.49]]}


(3)
{"formula": "C34H37N6O4PdSe", "method": "wB97M-V/def2-TZVPD", "multiplicity": 3, "e_above_lowest_kj_mol": 157.2, "s_squared": 2.040, "lumo_energy_ev": [-3.60, -4.17], "total_energy_ha": -4476.329918, "charge": 1, "elements": ["Pd", "C", "O", "C", "C", "C", "C", "C", "C", "N", "C", "N", "C", "C", "C", "C", "C", "C", "O", "C", "N", "C", "C", "C", "C", "C", "C", "O", "C", "H", "H", "H", "H", "H", "H", "H", "H", "H", "H", "H", "H", "H", "H", "H", "H", "H", "H", "H", "H", "H", "H", "O", "C", "C", "C", "C", "C", "C", "N", "H", "H", "H", "H", "H", "H", "H", "H", "H", "H", "H", "Se", "N", "C", "C", "C", "C", "C", "C", "N", "H", "H", "H", "H"], "coordinates": [[-0.06, 0.09, 0.96], [-5.76, 6.02, 0.27], [-4.63, 5.17, 0.17], [-4.40, 4.57, -1.05], [-5.22, 4.68, -2.15], [-4.88, 4.03, -3.34], [-3.73, 3.27, -3.40], [-2.90, 3.15, -2.28], [-3.22, 3.80, -1.09], [-2.46, 3.77, 0.07], [-1.38, 2.86, 0.29], [-0.27, 3.27, -0.55], [0.98, 2.79, -0.29], [1.28, 2.23, 0.94], [2.55, 1.76, 1.27], [3.55, 1.85, 0.32], [3.28, 2.39, -0.94], [2.01, 2.86, -1.24], [1.66, 3.35, -2.47], [2.53, 4.36, -3.00], [-1.62, 1.43, 0.01], [-2.76, 0.75, -0.17], [-2.58, -0.47, -0.91], [-3.60, -1.30, -1.25], [-4.90, -0.98, -0.85], [-5.14, 0.16, -0.11], [-4.12, 1.04, 0.24], [-4.34, 2.09, 1.02], [-5.67, 2.38, 1.42], [-5.76, 6.41, 1.28], [-6.69, 5.47, 0.10], [-5.70, 6.84, -0.45], [-6.12, 5.28, -2.11], [-5.52, 4.12, -4.20], [-3.46, 2.76, -4.31], [-2.03, 2.53, -2.34], [-2.99, 3.95, 0.90], [-0.48, 3.49, -1.52], [2.73, 1.36, 2.26], [4.55, 1.49, 0.55], [4.06, 2.44, -1.69], [1.99, 4.82, -3.83], [3.45, 3.92, -3.38], [2.76, 5.10, -2.24], [-1.57, -0.67, -1.24], [-3.41, -2.18, -1.85], [-5.73, -1.62, -1.11], [-6.15, 0.37, 0.21], [-5.60, 3.30, 2.01], [-6.07, 1.58, 2.04], [-6.31, 2.55, 0.55], [0.26, 2.08, 1.89], [-0.90, 3.00, 1.78], [-0.42, 4.41, 2.09], [0.50, 4.53, 3.31], [-0.19, 4.51, 4.66], [-1.02, 3.27, 4.93], [-2.18, 3.11, 3.95], [-1.88, 2.50, 2.66], [-1.30, 5.05, 2.21], [0.09, 4.79, 1.21], [1.05, 5.47, 3.21], [1.25, 3.73, 3.27], [-0.85, 5.39, 4.74], [0.56, 4.63, 5.44], [-1.43, 3.33, 5.94], [-0.39, 2.37, 4.90], [-2.65, 4.08, 3.79], [-2.96, 2.48, 4.38], [-1.89, 1.49, 2.69], [-1.01, -3.24, 1.07], [0.14, -1.97, 0.55], [1.22, -2.56, 0.07], [2.37, -1.89, -0.47], [3.39, -2.65, -0.92], [3.36, -4.09, -0.87], [2.30, -4.76, -0.37], [1.18, -4.00, 0.12], [0.08, -4.54, 0.61], [2.39, -0.81, -0.50], [4.27, -2.17, -1.33], [4.21, -4.64, -1.24], [2.26, -5.84, -0.33]]}


(4)
{"formula": "C34H38BCl3MnN6O2Si", "method": "wB97M-V/def2-TZVPD", "multiplicity": 5, "e_above_lowest_kj_mol": 0.0, "s_squared": 6.025, "lumo_energy_ev": [-1.94, -4.10], "total_energy_ha": -4643.313557, "charge": 1, "elements": ["Mn", "C", "C", "C", "C", "N", "N", "B", "N", "N", "C", "C", "C", "C", "C", "C", "C", "C", "C", "C", "N", "N", "C", "C", "C", "C", "C", "C", "C", "C", "C", "C", "C", "C", "C", "C", "C", "C", "H", "H", "H", "H", "H", "H", "H", "H", "H", "H", "H", "H", "H", "H", "H", "H", "H", "H", "H", "H", "H", "H", "H", "H", "H", "H", "H", "H", "C", "O", "C", "C", "O", "C", "H", "H", "H", "H", "H", "H", "H", "H", "H", "H", "Cl", "Si", "Cl", "Cl"], "coordinates": [[0.02, -0.07, -0.53], [-4.30, -1.05, 2.56], [-2.91, -1.21, 2.10], [-2.19, -2.36, 2.26], [-0.98, -2.17, 1.59], [-1.01, -1.00, 0.97], [-2.18, -0.36, 1.29], [-2.38, 1.11, 1.02], [-1.08, 1.83, 1.40], [0.16, 1.42, 1.00], [1.00, 2.34, 1.42], [0.39, 3.43, 2.03], [-0.95, 3.06, 2.04], [-2.17, 3.74, 2.67], [2.43, 2.02, 1.45], [2.78, 0.95, 2.34], [4.12, 0.72, 2.51], [5.04, 1.38, 1.68], [4.70, 2.41, 0.78], [3.34, 2.71, 0.67], [-2.54, 1.40, -0.48], [-1.54, 1.18, -1.37], [-1.84, 1.82, -2.47], [-3.09, 2.42, -2.37], [-3.45, 2.20, -1.08], [-4.78, 2.52, -0.52], [-1.00, 1.73, -3.66], [-1.55, 1.65, -4.93], [-0.69, 1.33, -5.99], [0.63, 1.15, -5.81], [1.20, 1.18, -4.52], [0.39, 1.46, -3.48], [0.20, -3.01, 1.48], [1.45, -2.36, 1.54], [2.64, -3.07, 1.24], [2.56, -4.44, 0.99], [1.27, -5.08, 0.92], [0.11, -4.39, 1.23], [-4.76, -1.98, 2.96], [-4.94, -0.67, 1.71], [-4.40, -0.31, 3.40], [-2.44, -3.17, 2.86], [-3.35, 1.46, 1.61], [0.78, 4.30, 2.48], [-1.89, 4.79, 2.82], [-2.49, 3.33, 3.62], [-3.00, 3.80, 1.97], [2.03, 0.58, 2.99], [4.52, 0.04, 3.29], [6.03, 1.01, 1.79], [5.52, 2.91, 0.29], [2.93, 3.48, 0.06], [-3.55, 3.05, -3.12], [-5.27, 3.30, -1.13], [-4.76, 2.92, 0.51], [-5.44, 1.69, -0.46], [-2.56, 1.92, -5.04], [-1.16, 1.32, -6.97], [1.22, 0.79, -6.64], [2.24, 0.96, -4.43], [0.72, 1.55, -2.45], [1.45, -1.36, 1.91], [3.63, -2.65, 1.25], [3.47, -4.96, 0.85], [1.21, -6.12, 0.61], [-0.91, -4.81, 1.14], [3.26, -0.42, -1.01], [1.91, -0.66, -1.51], [1.84, -1.89, -2.25], [0.42, -2.10, -2.80], [-0.45, -1.84, -1.66], [-1.84, -2.09, -2.05], [3.26, -0.61, 0.07], [3.49, 0.62, -1.32], [3.93, -1.05, -1.55], [2.07, -2.69, -1.53], [2.55, -1.77, -3.10], [0.29, -3.11, -3.21], [0.32, -1.31, -3.57], [-1.95, -3.17, -2.11], [-1.93, -1.72, -3.11], [-2.44, -1.57, -1.33], [2.77, -0.50, 5.93], [1.64, -2.03, 5.01], [-0.32, -1.92, 5.83], [2.54, -3.88, 5.40]]}


(5)
{"formula": "C34H38BrN3NiO3S2", "method": "wB97M-V/def2-TZVPD", "multiplicity": 3, "e_above_lowest_kj_mol": 0.0, "s_squared": 2.008, "lumo_energy_ev": [-0.47, -0.44], "total_energy_ha": -6587.040170, "elements": ["Ni", "C", "O", "C", "C", "C", "C", "C", "C", "N", "N", "C", "C", "O", "C", "C", "C", "C", "C", "C", "C", "C", "H", "H", "H", "H", "H", "H", "H", "H", "H", "H", "H", "H", "H", "C", "C", "C", "C", "C", "C", "C", "Br", "C", "O", "C", "C", "C", "C", "C", "C", "H", "H", "H", "H", "H", "H", "H", "H", "H", "H", "H", "H", "H", "H", "H", "H", "H", "H", "H", "H", "S", "C", "N", "C", "C", "S", "H", "H", "H", "H", "H"], "coordinates": [[13.65, 13.88, 10.57], [14.26, 16.15, 6.67], [14.60, 15.36, 7.89], [15.86, 14.88, 8.00], [16.76, 14.94, 6.92], [18.06, 14.43, 7.01], [18.47, 13.72, 8.12], [17.63, 13.68, 9.21], [16.34, 14.27, 9.19], [15.63, 14.23, 10.42], [16.44, 14.48, 11.42], [16.15, 14.30, 12.68], [14.82, 13.86, 13.18], [13.83, 13.48, 12.43], [14.61, 13.73, 14.63], [15.57, 14.16, 15.50], [16.89, 14.54, 15.08], [18.00, 14.71, 15.91], [19.26, 15.13, 15.43], [19.42, 15.30, 14.06], [18.40, 15.02, 13.17], [17.17, 14.65, 13.67], [14.36, 15.40, 5.83], [15.01, 16.97, 6.50], [13.31, 16.62, 6.89], [16.39, 15.31, 5.98], [18.76, 14.62, 6.21], [19.50, 13.32, 8.11], [17.90, 13.13, 10.14], [13.64, 13.26, 14.96], [15.44, 14.16, 16.60], [17.81, 14.53, 16.95], [20.00, 15.40, 16.17], [20.39, 15.56, 13.69], [18.52, 15.11, 12.07], [9.55, 20.32, 9.32], [9.61, 19.75, 10.72], [8.26, 19.19, 11.20], [10.02, 20.84, 11.75], [10.68, 18.64, 10.69], [10.43, 17.29, 10.85], [11.48, 16.41, 10.84], [11.16, 14.52, 10.91], [12.83, 16.79, 10.82], [13.76, 15.91, 11.05], [13.11, 18.19, 10.63], [12.03, 19.04, 10.56], [14.56, 18.72, 10.73], [14.60, 20.22, 10.35], [15.60, 18.01, 9.84], [15.10, 18.58, 12.20], [8.86, 21.14, 9.26], [9.36, 19.62, 8.52], [10.48, 20.86, 9.09], [7.60, 20.02, 11.45], [8.33, 18.55, 12.10], [7.73, 18.62, 10.45], [9.11, 21.41, 12.05], [10.73, 21.58, 11.35], [10.44, 20.43, 12.68], [9.43, 16.88, 10.93], [12.16, 20.10, 10.29], [14.19, 20.32, 9.35], [15.65, 20.52, 10.32], [14.10, 20.85, 11.12], [15.46, 18.33, 8.79], [15.47, 16.95, 9.81], [16.61, 18.29, 10.11], [14.51, 19.16, 12.89], [16.14, 18.83, 12.21], [15.05, 17.54, 12.50], [13.47, 12.01, 9.45], [13.87, 10.63, 10.39], [14.58, 10.64, 11.54], [15.07, 9.39, 12.09], [14.80, 8.30, 11.10], [13.71, 9.04, 9.79], [14.82, 11.51, 11.99], [14.50, 9.19, 13.04], [16.09, 9.55, 12.45], [14.26, 7.40, 11.43], [15.72, 8.01, 10.59]]}